65
Properties=species:S:1:pos:R:3:nbo_charge:R:1 method="wB97M-V/def2-TZVPD" e_lumo_ev="-0.55 / -0.67" multiplicity=2 total_energy_ha=-3288.64060 orbital_gap_ev="6.20 / 6.89"
I 3.12426 0.52239 2.89266 0.162
I -0.29736 3.43823 6.84193 0.128
Ti -0.31917 0.27816 -0.34737 1.648
O -2.58254 -3.54034 1.30516 -0.672
O -2.05347 -1.38990 1.54067 -0.572
O 0.37711 0.57837 1.40476 -0.778
O -1.25888 1.20620 -1.90499 -0.770
O -1.62365 0.79386 -4.06868 -0.612
O 1.13283 -0.01440 -1.53891 -0.803
N 0.70788 -1.82289 0.38445 -0.502
N 0.63182 2.46833 -0.34244 -0.443
N -1.61639 -1.13729 -1.12520 -0.466
N 2.08830 -3.52898 0.28345 -0.513
N -1.91208 1.76231 0.57200 -0.620
C 1.67850 -2.30575 -1.83438 -0.219
C -0.13266 3.41286 0.20378 0.229
C -1.73164 -0.97637 -2.45927 0.109
C 2.26646 -3.06831 -4.05052 -0.269
C 1.71682 -0.74378 -3.69872 -0.290
C 1.13686 1.91503 4.66685 -0.259
C 0.20010 1.16172 2.55195 0.296
C -1.03191 1.75091 2.91268 -0.038
C 0.40325 4.58074 0.72890 -0.244
C 2.56231 3.79106 0.08483 -0.245
C 0.85226 -2.36032 1.64102 -0.077
C -2.30371 -3.26790 -2.81565 -0.159
C -2.02048 -2.31604 -0.63922 0.066
C 1.50176 -0.99682 -2.33313 0.441
C 1.70060 -3.41914 1.59740 -0.093
C -0.08290 2.46570 5.01426 -0.196
C 1.94590 2.64541 -0.39995 0.078
C -2.03874 -2.01063 -3.32289 -0.180
C -2.18249 -2.34808 0.83118 0.790
C 2.05884 -3.32633 -2.70975 -0.170
C -1.60676 3.13720 0.15764 -0.262
C -2.22638 1.64787 2.00449 -0.245
C 1.27715 1.27641 3.44319 -0.206
C -1.15716 2.38977 4.13625 -0.234
C -1.51258 0.44935 -2.90854 0.762
C -2.34262 -3.40356 -1.44082 -0.191
C 2.09348 -1.77488 -4.53943 -0.178
C 1.47254 -2.54019 -0.41531 0.384
C 1.77356 4.76952 0.66610 -0.155
H -2.72011 1.45706 0.04130 0.396
H 3.63606 3.89320 0.02283 0.223
H -2.71425 0.68513 2.14480 0.237
H -2.07071 -1.78868 -4.38060 0.257
H -2.93730 2.43491 2.29388 0.182
H 2.50383 1.82525 -0.83581 0.224
H -2.10413 2.84191 4.40156 0.215
H 2.77359 -4.16018 -0.09127 0.422
H -2.16124 3.86536 0.76204 0.190
H 1.54893 0.25983 -4.06467 0.235
H -2.68295 -3.43511 2.26581 0.506
H -0.24708 5.31539 1.18278 0.220
H 1.98369 1.98954 5.33479 0.232
H -2.63353 -4.33140 -0.97135 0.244
H 2.54920 -3.87190 -4.71688 0.212
H 2.24156 -1.57285 -5.59276 0.214
H 2.22363 5.66512 1.07395 0.220
H -1.91983 3.23371 -0.88337 0.256
H 2.16380 -4.34188 -2.34324 0.197
H -2.52393 -4.10365 -3.46331 0.229
H 2.07390 -4.07697 2.36011 0.222
H 0.34786 -1.93331 2.48899 0.231

61
Properties=species:S:1:pos:R:3:nbo_charge:R:1 method="wB97M-V/def2-TZVPD" charge=+1 e_lumo_ev="-5.43 / -4.30" multiplicity=4 total_energy_ha=-3171.45758 orbital_gap_ev="6.67 / 7.81"
Mn -0.00978 0.98084 -0.88136 1.352
P 0.44146 -0.58775 0.80226 1.309
O -0.35182 2.16350 0.47514 -0.730
O 0.19816 -0.36636 -2.08369 -0.689
O -0.86312 -1.82185 -3.45112 -0.513
O 1.98549 1.36221 -0.92207 -0.611
O -0.43238 3.62776 -3.94283 -0.523
O -1.90906 2.25503 2.10015 -0.546
N 0.62342 2.29305 -2.35984 -0.704
N -1.92297 0.79207 -1.45462 -0.462
C -2.94552 1.62870 -1.08780 0.078
C 3.74535 -3.48488 -0.39325 -0.150
C -1.11282 -1.35098 1.19703 -0.463
C -3.35696 -2.85211 1.98826 -0.152
C 2.96273 -1.22585 0.06896 -0.117
C 0.42188 2.04578 3.87930 -0.193
C -4.13091 1.57885 -1.76918 -0.217
C -4.33289 0.58169 -2.71176 -0.117
C 2.08501 0.31225 4.44238 -0.201
C -0.81321 1.95106 1.71862 0.767
C -2.81727 -3.01882 0.66898 -0.206
C 1.86405 2.12169 -1.92201 0.690
C 0.93653 0.30309 2.27164 -0.422
C 1.98196 3.78865 -3.54893 -0.505
C -3.33934 -0.30361 -2.98637 -0.193
C -2.12018 -0.13346 -2.34220 0.113
C 1.41501 1.49372 4.75001 -0.154
C 2.89980 2.97235 -2.55905 -0.508
C 0.23550 1.42002 2.64888 -0.054
C 3.98916 -2.06779 -0.27177 -0.210
C 1.71980 -1.76459 0.44178 -0.460
C -0.86730 -0.88244 -2.73424 0.764
C 2.49325 -4.01692 -0.10001 -0.207
C 1.88975 -0.23141 3.14371 -0.140
C -1.66489 -1.24437 2.50348 -0.134
C -2.75289 -2.01509 2.90494 -0.204
C 0.55867 3.21783 -3.40960 0.705
C 1.46389 -3.13523 0.34295 -0.153
C -1.73623 -2.21112 0.28809 -0.182
H -3.13880 -1.98696 3.91547 0.239
H -3.50772 -1.09773 -3.71855 0.263
H 3.70089 2.34906 -3.01247 0.261
H 1.94591 4.84338 -3.17162 0.251
H 2.30438 -1.10733 2.82200 0.219
H -3.40083 -3.58819 -0.13513 0.243
H 0.53429 -3.65167 0.66606 0.239
H -4.28997 -3.37509 2.17007 0.233
H -0.12092 2.89433 4.29329 0.253
H 3.32715 3.69947 -1.84427 0.262
H -2.72607 2.28478 -0.26026 0.258
H -5.19609 0.62978 -3.37202 0.244
H 2.26656 -5.10203 -0.23366 0.240
H 4.52067 -4.11125 -0.80001 0.230
H -1.13038 -0.59500 3.20768 0.233
H 1.59927 1.97675 5.76772 0.237
H 2.57790 -0.17641 5.23363 0.236
H 3.15872 -0.18899 0.10505 0.237
H -1.31399 -2.35022 -0.70154 0.226
H 4.99993 -1.71354 -0.46954 0.232
H -4.87299 2.37809 -1.59566 0.255
H 2.33075 3.81325 -4.57108 0.254

62
Properties=species:S:1:pos:R:3:nbo_charge:R:1 method="wB97M-V/def2-TZVPD" charge=+2 e_lumo_ev=-7.66 total_energy_ha=-4359.68698 orbital_gap_ev=6.55
Pd 0.04665 0.38836 -0.47144 0.823
Br 0.87832 0.53610 6.08969 0.153
F -0.78334 -1.95029 -1.67376 -0.492
F 0.47848 -2.57094 0.11991 -0.481
O -3.54838 2.27324 -0.95302 -0.415
O 3.45863 2.46347 -1.18341 -0.409
N -1.97758 0.74013 -0.59070 -0.521
N -0.03955 2.45420 -0.90649 -0.485
N 2.00500 0.89461 -0.58851 -0.491
C -3.22185 -0.06622 -0.70900 -0.093
C -3.86432 -3.45356 0.83404 -0.188
C -3.73805 -2.43288 -0.09679 -0.189
C 2.47475 -1.16491 -2.54834 -0.196
C 3.18018 -1.11937 -1.34664 -0.094
C 1.10323 3.10218 -1.04525 0.143
C -4.28622 1.03569 -0.60419 -0.082
C 1.33555 -0.54150 3.51165 -0.216
C -0.38552 1.22596 2.21573 -0.306
C 2.23120 2.12723 -0.92305 0.614
C 3.67632 -3.46450 -1.56309 -0.175
C 0.29514 0.23866 1.53396 0.050
C -3.04148 -0.93124 1.64960 -0.168
C 3.77828 -2.27387 -0.85750 -0.197
C 3.27905 0.15805 -0.55640 -0.101
C 2.96460 -3.50906 -2.75365 -0.179
C -2.28721 1.97835 -0.82445 0.609
C -1.33484 4.38433 -1.21025 -0.153
C -1.23018 3.02304 -0.98505 0.136
C 4.26713 1.22956 -1.08260 -0.083
C 1.16918 -0.63783 2.13213 -0.225
C 0.64739 0.42211 4.23312 -0.091
C -3.32735 -1.16783 0.30811 -0.110
C 1.10554 4.46597 -1.27975 -0.153
C -0.13981 5.09670 -1.35417 -0.112
C -3.15692 -1.95535 2.57746 -0.212
C -3.56980 -3.21666 2.16927 -0.176
C -0.20621 1.30920 3.59228 -0.195
C 2.36465 -2.35890 -3.24810 -0.209
B -0.05910 -1.64394 -0.61766 1.215
H 1.70918 -1.39506 1.58585 0.244
H 2.02771 5.01707 -1.40130 0.271
H 4.14782 -4.35910 -1.17967 0.241
H 2.88134 -4.43887 -3.29956 0.242
H 2.00448 -1.22614 4.01495 0.255
H -3.66538 -4.01471 2.89297 0.238
H -0.18032 6.16255 -1.53380 0.265
H -5.11051 0.93799 -1.30132 0.243
H 3.50467 -0.08522 0.48334 0.234
H -2.29698 4.87282 -1.27807 0.272
H -3.21312 -0.50358 -1.71016 0.232
H 1.82023 -2.38895 -4.18235 0.236
H 2.02939 -0.26466 -2.96259 0.199
H -4.19036 -4.43442 0.51600 0.239
H -0.73392 2.06568 4.15687 0.252
H 4.32542 -2.24612 0.07828 0.224
H -1.05321 1.92279 1.72966 0.226
H -4.65149 1.16672 0.41318 0.221
H -2.73529 0.05460 1.97976 0.198
H -2.93483 -1.76605 3.61937 0.231
H -3.95732 -2.62413 -1.14094 0.224
H 5.08054 1.44245 -0.39711 0.236
H 4.65039 1.01610 -2.07706 0.231

63
Properties=species:S:1:pos:R:3:nbo_charge:R:1 method="wB97M-V/def2-TZVPD" charge=+2 e_lumo_ev="-5.98 / -8.03" multiplicity=5 total_energy_ha=-7103.71089 orbital_gap_ev="7.74 / 5.77"
I -3.63969 -1.02613 -0.28769 0.374
Ru -1.19794 0.23804 -0.49282 0.910
Br 3.54792 -2.20709 -0.22401 0.203
Br 5.37925 2.81644 -1.81909 0.228
O -1.11748 1.21969 1.33811 -0.544
O 0.86034 -0.76234 -0.46956 -0.563
O 1.96261 -2.29937 3.59333 -0.719
N 0.67794 2.24346 4.20846 -0.397
N -1.04091 -1.55278 1.20592 -0.449
N 0.27371 1.76921 -1.01836 -0.460
N -1.27757 -0.24354 -2.52802 -0.445
C 2.27090 3.57117 -1.72750 -0.090
C -0.41028 -1.30335 -4.48143 -0.219
C 4.22189 0.40917 -1.02443 -0.265
C -2.14335 0.42770 -3.30384 0.047
C -0.42732 1.07395 2.38823 0.385
C 3.19485 -0.45359 -0.69299 -0.100
C -0.55948 3.59514 2.62850 -0.665
C -1.29121 -0.59012 -5.27861 -0.121
C -0.88121 -4.02342 1.05802 -0.236
C -1.44730 -5.21770 0.63693 -0.175
C -0.03897 3.02685 -1.31293 0.283
C -2.17568 0.28953 -4.67660 -0.232
C 0.95741 3.94758 -1.68323 -0.220
C -1.53617 -2.82451 0.80700 0.147
C 2.61077 2.24517 -1.39933 -0.147
C 0.02868 -0.20182 2.88117 -0.101
C 1.11391 1.04151 4.61090 0.134
C 1.57047 1.38676 -1.06173 0.191
C -0.46961 -1.47185 2.33435 0.166
C 0.82952 -0.19759 4.00079 -0.030
C -0.43005 -1.10478 -3.11558 0.043
C 3.95508 1.72578 -1.37795 0.002
C -3.32035 -4.03448 -0.31322 -0.213
C -1.46894 3.46146 -1.24876 -0.658
C -0.08033 2.28008 3.13117 0.287
C -2.73377 -2.85551 0.10384 -0.191
C 1.39838 -1.46540 4.59762 -0.107
C -2.66174 -5.22668 -0.03516 -0.175
C 1.82402 -0.01478 -0.71591 0.376
H -2.10383 2.70473 -0.78721 0.223
H 0.66822 4.96134 -1.92534 0.252
H 2.91410 -2.16036 3.56522 0.490
H 5.24461 0.05897 -1.01232 0.269
H -4.26142 -4.03531 -0.84535 0.244
H -0.38079 -2.34741 2.97152 0.209
H -1.84248 3.68168 -2.25064 0.255
H -2.83271 1.08829 -2.79340 0.212
H -3.09688 -6.16230 -0.35851 0.244
H -1.29755 -0.72664 -6.35175 0.249
H 0.22140 -1.65553 -2.45356 0.231
H -0.18313 3.77646 1.61851 0.226
H 3.04006 4.27903 -2.00472 0.258
H -0.93049 -6.14752 0.83116 0.241
H -0.21817 4.38333 3.29269 0.262
H -2.89356 0.85483 -5.25355 0.251
H 0.28175 -2.01757 -4.90443 0.248
H 0.07992 -4.01898 1.55898 0.238
H 0.60927 -2.03286 5.09580 0.210
H 2.12973 -1.21153 5.36587 0.206
H 1.73288 1.04809 5.50268 0.216
H -1.55981 4.37738 -0.66364 0.259
H -1.64946 3.61005 2.56642 0.252